Molecular formula: C27H50ClO27P2
Method: DFT, the ωB97M-V functional and the def2-TZVPD basis

Structure (XYZ):
```
107
Properties=species:S:1:pos:R:3:mulliken_charge:R:1
Cl -0.67131 -2.16034 0.10909 1.6053
O -1.63227 -1.45080 -0.57016 -0.6150
O -0.68524 -3.54572 -0.35974 -0.6742
O 0.57068 -1.57014 -0.23517 -0.6601
O -0.82955 -2.11001 1.55902 -0.6564
C 1.20112 -9.27069 3.47741 -0.2588
C -0.01855 -10.11124 2.97770 -0.3999
O 0.17931 -11.43416 3.51986 -0.2955
C 1.03419 -11.28860 4.47296 0.6709
O 1.46256 -12.22669 5.13081 -0.5785
O 1.46070 -9.99724 4.61409 -0.3052
H 0.90205 -8.22757 3.58017 0.3011
H 2.04553 -9.26775 2.78816 0.2678
H -0.20660 -9.97602 1.91259 0.3318
H -0.93004 -9.89984 3.53681 0.2663
C -6.60215 -7.10758 0.37449 -0.2438
C -7.09628 -5.69765 0.33244 -0.3359
O -8.32710 -5.81646 -0.30845 -0.3395
C -8.75975 -7.17510 -0.19241 0.6352
O -9.93406 -7.56730 -0.03862 -0.5300
O -7.73643 -7.87453 0.30087 -0.3068
H -6.24084 -7.08576 1.40263 0.2357
H -5.67815 -7.23827 -0.18877 0.3394
H -6.38969 -5.04804 -0.18413 0.3234
H -7.12999 -5.22473 1.31393 0.2226
C 0.90019 3.56203 -5.53173 -0.2477
C -0.07954 4.68814 -5.87959 -0.2575
O 0.63338 5.73396 -6.35332 -0.3035
C 1.91921 5.51147 -6.05482 0.6852
O 2.82716 6.33345 -6.16343 -0.5737
O 2.09849 4.28221 -5.56912 -0.3195
H 0.98300 2.68102 -6.16818 0.2417
H 0.82074 3.19880 -4.50711 0.2293
H -0.56828 4.96781 -4.94630 0.2509
H -0.86872 4.33622 -6.54400 0.2949
C 3.93990 -0.18585 5.46449 -0.2632
C 5.42051 0.27130 4.92568 -0.2050
O 6.02660 -0.94362 4.62804 -0.3266
C 5.29260 -2.03330 5.03755 0.6680
O 5.71371 -3.17013 5.26255 -0.5328
O 4.04867 -1.64150 5.52736 -0.3261
H 3.04869 -0.01692 4.86007 0.2787
H 3.79346 0.05517 6.51738 0.2094
H 5.98548 0.73312 5.73539 0.2289
H 5.46869 0.71149 3.92968 0.2688
C -2.80864 -0.84162 8.72757 -0.2235
C -2.93233 0.65375 8.98838 -0.2818
O -4.14764 1.02397 8.35064 -0.3221
C -4.87208 -0.05716 8.16284 0.7095
O -6.02327 -0.05009 7.76075 -0.5622
O -4.18270 -1.17477 8.48162 -0.3290
H -2.49014 -1.45668 9.56921 0.2529
H -2.17504 -1.02496 7.85980 0.2596
H -2.15175 1.17494 8.43417 0.2281
H -3.02967 1.11299 9.97211 0.2686
C -6.48867 9.92540 1.14519 -1.1428
C -5.46512 9.89140 2.22757 -0.2512
O -4.18348 9.63082 1.77096 -0.3286
P -3.05985 8.97701 2.67120 0.9245
O -3.60736 8.31662 3.86184 -0.7102
O -1.96820 10.22816 3.00962 -0.3015
C -1.94219 10.79296 4.32196 -0.0517
C -1.48049 12.23438 4.03616 -1.2258
O -2.23769 7.84808 1.81638 -0.4431
C -1.42633 6.79015 2.50142 -0.1643
C -0.35327 7.56803 3.24416 -0.9768
H -7.47126 9.49400 1.33628 0.3262
H -6.54010 11.00115 0.97720 0.2681
H -6.21634 9.39246 0.23419 0.3138
H -5.53016 10.73853 2.91038 0.3670
H -5.88993 9.21544 2.96967 0.3590
H -2.86738 10.81458 4.89786 0.3268
H -1.17606 10.23321 4.85846 0.2399
H -2.31859 12.88292 3.78107 0.2957
H -1.06631 12.71908 4.92026 0.3941
H -0.75180 12.23381 3.22553 0.3082
H -2.00617 6.23326 3.23746 0.2231
H -1.00554 6.06704 1.80276 0.3523
H -0.14882 8.49077 2.70116 0.2606
H -0.64907 7.86422 4.25059 0.2355
H 0.61044 7.06243 3.30521 0.4012
C 3.83382 -4.09384 -11.21606 -1.1101
C 5.08030 -4.21017 -10.30971 -0.2618
O 4.66558 -3.66263 -9.04165 -0.2381
P 5.45779 -4.01264 -7.65234 0.7982
O 6.94394 -4.04692 -7.93058 -0.7532
O 4.76969 -5.32271 -7.11832 -0.1834
C 3.35992 -5.49672 -7.06923 0.0180
C 3.15951 -6.53589 -5.98984 -1.3125
O 5.04048 -2.82680 -6.64221 -0.3190
C 6.11099 -1.97134 -6.01953 -0.2169
C 6.16428 -2.34447 -4.57687 -1.0199
H 2.88521 -4.45751 -10.82111 0.2818
H 3.66110 -3.08151 -11.58140 0.2872
H 4.06668 -4.70266 -12.08968 0.3741
H 5.44999 -5.23533 -10.28781 0.3177
H 5.92676 -3.61935 -10.65975 0.2977
H 2.84660 -4.66033 -6.59481 0.2531
H 2.71161 -5.77296 -7.90078 0.2434
H 3.35717 -7.50794 -6.44167 0.3052
H 3.65802 -6.39884 -5.03025 0.3204
H 2.09228 -6.50870 -5.76988 0.4188
H 7.13244 -2.13133 -6.36470 0.3197
H 5.85027 -0.91436 -6.07353 0.2817
H 7.09831 -1.95125 -4.17552 0.3412
H 5.41111 -1.83803 -3.97325 0.2952
H 5.92674 -3.40451 -4.48752 0.2616
```

Calculated values
* total energy: -4233.03637 Eh
* frontier orbital gap: 7.78 eV
* E_HOMO: -6.055 eV
* net charge: -1
* LUMO: 0.0633 Eh

Molecular formula: C9H15NO2S
Method: DFT, the ωB97M-V functional and the def2-TZVPD basis

Structure (XYZ):
```
28
Properties=species:S:1:pos:R:3:mulliken_charge:R:1
C -2.20023 -0.26422 -0.11160 0.0986
C -1.19577 0.42057 0.44665 0.3453
C -3.61745 0.17730 0.06004 0.3880
C 2.66462 0.25307 -1.18439 -0.5960
C 1.42857 -0.59978 -1.01649 -1.1457
C 2.25652 1.58611 -0.51023 -0.7107
C 1.06632 -0.18883 0.39694 0.8881
C -1.94104 -1.58845 -0.69644 -1.2415
C 1.01175 -1.13672 1.55360 -1.3842
N 1.53337 1.15318 0.68347 -0.2779
O -3.93042 1.46930 0.42928 -0.4882
O -1.19157 1.63596 0.94061 -0.5524
S -4.86757 -0.80453 -0.09124 -0.3889
H 3.43308 -0.20022 -0.59927 0.3219
H 2.95745 0.46422 -2.31418 0.3068
H 0.67144 -0.09026 -1.56547 0.3416
H 1.64426 -1.59546 -0.93105 0.5322
H 3.07826 2.25507 -0.45783 0.4500
H 1.44253 2.04783 -1.19809 0.2327
H -1.64113 -1.55642 -1.74464 0.2599
H -1.24211 -2.16166 -0.05992 0.2095
H -2.82590 -2.28959 -0.53439 0.3973
H 0.03609 -1.11218 2.12155 0.2507
H 1.75301 -0.83829 2.33203 0.4501
H 1.27166 -2.20633 1.24782 0.3041
H 2.02397 1.14013 1.55640 0.2469
H -0.30045 1.96641 1.14837 0.4569
H -3.31927 2.06377 0.09845 0.3048
```

Calculated values
* total energy: -955.19515 Eh
* frontier orbital gap (alpha / beta): 8.01 / 8.01 eV
* E_HOMO (alpha / beta): -7.691 / -7.691 eV
* LUMO (alpha / beta): 0.0119 / 0.0119 Eh